(1)
Formula: C22H44NO11S2
Source: the OMol25 dataset
Level of theory: the ωB97M-V functional and the def2-TZVPD basis

Summary:
DFT total energy (eV): -69208.77126
Total charge: 0
Expectation value of S²: 0.7541
Spin multiplicity: 2
Maximum force (Eh/bohr): 0.014

XYZ file:
```
80
Properties=species:S:1:pos:R:3:forces:R:3
C 5.8867 -4.8414 2.7028 -0.3 0.0 0.0
C 6.4232 -3.5010 2.2765 0.0 0.1 0.1
O 6.9868 -2.7719 3.0388 0.2 0.1 0.0
O 6.3592 -3.1698 0.9561 -0.2 -0.1 0.1
C 5.1036 -3.2465 0.2794 -0.2 0.0 -0.4
C 4.3540 -1.9279 0.3849 0.1 0.3 0.1
C 3.5623 -1.7634 1.6991 0.0 -0.2 -0.2
C 2.0349 -1.5859 1.5997 -0.2 0.2 0.1
C 1.6989 -0.1500 1.0890 -0.2 -0.2 0.1
C 2.1793 0.1425 -0.3002 -0.1 0.3 -0.1
O 1.7393 -0.3484 -1.3078 0.1 -0.1 -0.1
O 3.1792 1.0529 -0.3214 0.4 -0.4 0.3
C 1.4670 -1.6381 3.0509 0.4 -0.1 -0.3
C 0.1756 -2.4339 3.2293 -0.3 0.1 0.7
C -0.1359 -2.5401 4.7311 0.1 0.2 -0.2
C -1.0496 -1.8099 2.5664 0.0 -0.1 -0.4
N 0.5002 -3.7999 2.7396 0.5 0.4 -0.1
O 1.2725 -4.4440 3.5278 -0.2 -0.2 0.0
C 0.7883 -3.9295 1.2821 -0.2 -0.4 -0.3
C 1.7708 -5.0782 1.0817 -0.1 0.0 -0.1
C -0.5166 -4.3214 0.5472 0.0 0.0 0.1
C 1.3345 -2.6093 0.6744 -0.2 0.1 0.3
H 5.6244 -4.7787 3.7546 0.1 -0.1 0.0
H 6.6728 -5.5836 2.5631 0.1 0.0 0.0
H 5.0174 -5.1804 2.1455 0.0 0.0 0.0
H 5.3203 -3.4757 -0.7633 0.2 0.0 0.0
H 4.4868 -4.0612 0.6573 0.1 0.0 0.0
H 5.1013 -1.1342 0.3270 0.0 0.0 -0.1
H 3.7329 -1.8224 -0.5059 -0.1 -0.1 0.1
H 3.7472 -2.6434 2.3238 0.0 0.0 0.0
H 3.9597 -0.9082 2.2497 0.0 -0.1 0.1
H 0.6119 -0.0528 1.0983 0.0 0.1 -0.1
H 2.1108 0.5729 1.7902 0.1 0.1 -0.1
H 3.7036 0.9040 -1.1204 -0.2 0.3 -0.3
H 2.2018 -2.1470 3.6767 0.0 0.0 0.1
H 1.3669 -0.6248 3.4440 -0.1 0.0 0.1
H 0.7778 -2.5987 5.3159 0.0 -0.2 0.1
H -0.6731 -1.6427 5.0398 0.0 0.0 0.0
H -0.7580 -3.4130 4.9158 0.0 0.0 0.1
H -1.9629 -2.3034 2.9001 0.0 0.0 0.1
H -1.0433 -1.8495 1.4796 0.0 0.0 0.0
H -1.0966 -0.7574 2.8467 -0.1 0.0 0.1
H 1.8401 -5.2633 0.0081 0.1 0.1 0.0
H 1.3947 -5.9872 1.5460 0.1 0.0 0.1
H 2.7539 -4.8587 1.4919 0.0 0.0 0.0
H -1.3971 -4.0634 1.1321 0.0 0.1 0.0
H -0.5542 -5.3976 0.3808 0.0 0.0 0.0
H -0.5880 -3.8306 -0.4232 0.0 0.0 0.0
H 0.4940 -2.0879 0.2229 0.0 0.0 -0.1
H 1.9677 -2.8939 -0.1657 0.1 0.1 0.0
O -2.9495 2.4218 -2.6655 0.0 -0.2 -0.1
S -2.4658 2.5124 -4.0164 0.3 0.2 -0.1
O -2.9090 1.5591 -4.9835 -0.1 -0.1 0.0
O -0.8848 2.5488 -3.9766 0.0 0.0 -0.1
C -0.2068 1.4961 -3.2413 0.3 -0.3 0.2
C -0.1610 0.1846 -3.9914 -0.2 0.0 -0.2
C -2.7151 4.1400 -4.6384 0.0 0.0 0.0
H -0.6767 1.3860 -2.2636 -0.1 0.0 0.0
H 0.7980 1.8796 -3.0806 0.0 0.1 -0.1
H -1.1539 -0.2508 -4.0974 0.0 0.0 0.0
H 0.4686 -0.5147 -3.4443 0.0 0.0 0.0
H 0.2461 0.3270 -4.9927 0.0 0.0 0.0
H -2.3562 4.8612 -3.9075 0.0 0.0 0.0
H -3.7845 4.2639 -4.8043 0.0 0.0 0.0
H -2.1757 4.2315 -5.5769 0.0 0.0 0.0
O -3.8874 6.8707 -1.7348 0.1 0.0 -0.1
S -5.0804 6.1471 -2.0640 -0.1 -0.1 0.1
O -5.6197 6.2632 -3.3866 0.1 0.0 -0.1
O -6.2031 6.5101 -1.0001 0.0 -0.1 -0.1
C -6.4691 7.9133 -0.7665 -0.1 0.3 0.1
C -7.2924 8.5456 -1.8683 0.0 -0.1 -0.1
C -4.8875 4.4531 -1.6715 -0.1 0.1 0.1
H -5.5226 8.4347 -0.6188 0.0 -0.1 0.0
H -7.0091 7.9304 0.1779 0.0 -0.1 0.0
H -6.7363 8.5969 -2.8027 0.0 0.0 0.0
H -7.5722 9.5584 -1.5768 0.0 0.0 0.0
H -8.1982 7.9671 -2.0489 0.0 0.0 0.0
H -4.4916 4.3600 -0.6643 0.0 0.0 0.0
H -4.1808 4.0438 -2.3873 -0.1 0.0 0.2
H -5.8500 3.9569 -1.7654 0.0 0.0 0.0
```
Positions in Å, forces in eV/Å.



(2)
Formula: C24H32O24
Source: the OMol25 dataset
Level of theory: the ωB97M-V functional and the def2-TZVPD basis

Summary:
DFT total energy (eV): -74544.12227
Total charge: 0
Relative energy (zero: lowest compared OMol25 entry of this formula, charge and spin) (kcal/mol): 85.22
Maximum force (Eh/bohr): 0.120

XYZ file:
```
80
Properties=species:S:1:pos:R:3:forces:R:3
O 1.3927 0.2603 -2.3229 -0.3 -0.4 1.2
C 0.6203 -0.2207 -1.5325 -2.1 1.4 0.1
O -0.0554 -1.3498 -1.7004 1.4 -1.3 -2.3
C -0.7398 -1.7565 -0.5681 -0.7 -1.3 1.4
C -0.8804 -0.5009 0.1945 -0.5 1.9 1.1
O 0.0084 0.4111 -0.4638 2.1 0.3 -0.6
H -1.7019 -2.2203 -0.7854 0.1 0.1 -0.5
H -0.1437 -2.4626 0.0099 0.1 -0.2 -0.2
H -0.5983 -0.5792 1.2444 0.0 0.0 -0.2
H -1.8423 0.0100 0.1509 -0.2 -0.5 -0.1
O -4.5277 -4.2983 0.2564 -0.2 0.5 -0.6
C -4.6632 -3.3130 0.9139 1.4 -0.2 -2.9
O -4.5531 -2.0158 0.4688 -0.6 -0.9 -1.6
C -4.6769 -1.1018 1.5293 1.0 -0.2 0.4
C -5.0878 -2.0545 2.6496 0.0 2.1 1.2
O -4.7806 -3.3530 2.1866 -1.0 0.7 3.4
H -3.6947 -0.6450 1.6503 0.0 -0.1 0.4
H -5.3542 -0.2657 1.3551 -0.4 -0.4 -0.3
H -6.1418 -1.8826 2.8680 -0.2 -0.7 -0.1
H -4.5353 -1.7724 3.5459 0.1 -0.6 0.1
O -2.8152 -3.6290 -3.6301 -0.1 5.1 -1.1
C -2.7572 -2.3713 -3.7785 0.1 -5.5 2.9
O -2.0859 -1.7231 -4.6796 0.6 0.3 -1.9
C -2.2562 -0.3286 -4.4948 1.0 1.4 -0.1
C -2.8374 -0.2196 -3.1200 -0.7 1.9 -0.2
O -3.2120 -1.5148 -2.8375 -1.0 -1.6 0.8
H -1.3032 0.2001 -4.4747 0.2 -0.4 -0.6
H -2.9018 0.1404 -5.2373 0.0 -0.5 -0.2
H -3.6914 0.4550 -3.1821 -0.3 -0.2 0.3
H -2.1728 0.2218 -2.3773 0.2 -0.4 0.1
O -2.7178 1.6169 1.7564 2.7 3.2 -0.7
C -1.8205 2.4535 1.6315 -0.2 -1.2 -0.1
O -1.6466 3.4250 0.6707 -2.1 -0.3 -0.2
C -0.4966 4.2210 0.8896 0.2 -0.1 -0.8
C 0.0057 3.7467 2.2114 0.4 -0.6 -0.5
O -0.6834 2.5019 2.3820 -0.6 -0.1 1.2
H 0.2238 4.0083 0.0998 -0.1 -0.1 -0.1
H -0.6749 5.2963 0.8788 -0.6 -0.1 -0.1
H -0.2142 4.5021 2.9658 0.2 -0.6 0.5
H 1.0566 3.5055 2.0515 0.1 0.2 0.9
O -3.1020 2.9085 -4.5469 2.2 1.2 1.2
C -2.0506 3.3275 -4.1023 -0.7 -0.8 -1.0
O -1.5562 4.6189 -4.2257 -0.3 -2.0 0.4
C -0.2013 4.5790 -3.7783 0.9 1.3 -0.6
C 0.0528 3.2609 -3.1486 -0.5 -0.1 2.2
O -1.1331 2.4984 -3.4716 0.2 0.8 -0.8
H 0.5055 4.6715 -4.6029 -0.4 0.4 -0.4
H -0.0206 5.4000 -3.0844 -0.2 0.1 -0.1
H 0.1037 3.3601 -2.0643 -0.6 -0.1 0.3
H 1.0655 2.8885 -3.3029 -0.5 -0.9 -1.2
O 7.4358 -1.5727 -1.7906 -2.3 -0.3 0.7
C 6.2605 -1.9010 -1.7779 3.1 0.3 -1.6
O 5.2353 -1.0911 -2.0913 0.8 0.1 1.5
C 4.0604 -1.8464 -1.9377 -2.1 0.0 -1.8
C 4.4794 -3.2925 -1.9830 0.4 -0.5 0.2
O 5.8529 -3.1755 -1.6990 1.4 -0.1 0.6
H 3.4325 -1.6415 -1.0706 0.3 0.6 0.1
H 3.5665 -1.5937 -2.8760 -1.0 -0.1 0.5
H 4.3837 -3.7541 -2.9657 -0.2 0.0 0.0
H 4.0992 -3.9491 -1.2004 -0.5 0.2 -0.2
O -1.8254 -1.3819 3.1322 0.2 -0.3 1.1
C -0.8814 -1.4803 3.8595 0.8 0.3 -1.8
O -0.2094 -0.4079 4.4043 -1.9 -0.7 -0.5
C 0.9575 -0.9221 4.8952 2.9 1.7 3.0
C 0.9008 -2.3787 4.9569 -0.2 -1.2 -1.5
O -0.1414 -2.6068 4.0371 -1.9 -0.5 -0.6
H 1.8473 -0.5610 4.3794 -0.3 0.1 -0.3
H 1.0953 -0.7112 5.9557 0.0 1.3 0.1
H 0.6083 -2.8009 5.9184 0.4 -0.1 0.0
H 1.8197 -2.7430 4.4976 -0.1 -0.7 0.6
O 1.8568 -1.2559 1.3885 1.9 1.8 1.1
C 2.7442 -0.4553 1.6996 -2.1 -4.3 -0.7
O 2.9672 0.6542 1.1275 -1.5 2.2 -4.4
C 3.9279 1.3739 1.7569 0.6 2.8 2.6
C 4.6513 0.3613 2.5546 1.2 0.3 -0.4
O 3.7010 -0.6701 2.5847 0.3 -1.8 2.2
H 4.6302 2.0441 1.2612 -0.5 -0.4 -1.2
H 3.3643 2.0099 2.4396 0.1 0.5 0.2
H 4.9466 0.7723 3.5200 -0.1 -0.6 0.1
H 5.5259 0.0660 1.9751 0.2 -0.6 0.3
```
Positions in Å, forces in eV/Å.



(3)
Formula: C2H7S2
Source: the OMol25 dataset
Level of theory: the ωB97M-V functional and the def2-TZVPD basis

Summary:
DFT total energy (eV): -23859.06457
Total charge: -1
Relative energy (zero: lowest compared OMol25 entry of this formula, charge and spin) (kcal/mol): 3.47
Maximum force (Eh/bohr): 0.007

XYZ file:
```
11
Properties=species:S:1:pos:R:3:forces:R:3
S 0.9097 1.3038 1.6335 0.0 0.2 0.1
H 0.0778 2.0765 2.3523 0.1 0.0 0.0
C 0.7873 -1.6018 -0.9802 0.0 -0.1 0.4
C 0.0082 -0.3566 -1.3918 -0.1 -0.2 0.1
S -1.4103 -0.0751 -0.2775 0.2 0.2 -0.1
H 0.1322 -2.4762 -1.0036 0.0 0.0 -0.2
H 1.1030 -1.5153 0.0627 0.1 0.1 -0.1
H 1.6793 -1.7869 -1.5893 -0.1 0.0 -0.1
H 0.6478 0.5274 -1.3478 0.1 0.0 0.0
H -0.3420 -0.4657 -2.4205 -0.1 0.1 0.0
H -0.3658 0.7026 0.7522 -0.2 -0.3 -0.1
```
Positions in Å, forces in eV/Å.